1.
Density functional theory data (ωB97M-V with the def2-TZVPD basis set) for C13H19BiIN5OS as an isolated structure at a distorted geometry.

## Properties
E	-48056.272	eV
energy relative to the best compared isomer or geometry (same formula, charge and spin)	189.4	kJ/mol
HOMO level (spin up / spin down)	2.32 / 2.32	eV
HOMO-LUMO gap (spin up / spin down)	2.206 / 2.203	eV
charge	-2

The geometry in XYZ format:
```
41
C13H19BiIN5OS, DFT ωB97M-V with the def2-TZVPD basis set
C -3.415 -1.312 -2.112
I -1.330 -2.672 -1.405
H -3.577 -2.005 -2.956
H -3.101 -0.322 -2.469
H -4.278 -1.352 -1.426
C 0.981 -2.446 3.641
C 1.537 -3.335 2.796
N 1.368 -2.825 1.512
C 0.673 -1.655 1.546
N 0.458 -1.416 2.870
H 0.895 -2.432 4.712
H 2.040 -4.269 2.974
C 0.098 3.904 -2.020
C -0.149 1.714 -1.483
N -0.093 2.979 -0.994
H 0.359 3.532 -4.182
N 0.073 1.858 -2.827
H 0.168 4.955 -1.819
Bi -0.022 -0.349 -0.288
C -2.751 -0.266 -0.070
O -3.619 -0.294 0.684
C 0.192 3.206 -3.169
C 0.161 0.789 -3.801
H 1.108 0.860 -4.361
H -0.669 0.848 -4.526
H 0.118 -0.185 -3.296
C -0.205 3.383 0.393
H -0.471 4.445 0.393
H 0.746 3.245 0.921
H -0.987 2.808 0.907
C -0.222 -0.267 3.439
H -0.741 -0.593 4.351
H -0.959 0.127 2.723
H 0.503 0.525 3.697
C 1.848 -3.503 0.319
H 1.898 -2.794 -0.520
H 1.183 -4.339 0.045
H 2.856 -3.907 0.508
S 3.039 1.225 3.091
C 2.379 1.096 1.653
N 1.907 1.039 0.546
```

2.
Density functional theory data (ωB97M-V with the def2-TZVPD basis set) for C13H19BrCaSi as an isolated structure at a distorted geometry.

## Properties
E	-110145.645	eV
HOMO level (spin up / spin down)	1.89 / 1.68	eV
HOMO-LUMO gap (spin up / spin down)	3.601 / 3.817	eV
charge	-2

The geometry in XYZ format:
```
35
C13H19BrCaSi, DFT ωB97M-V with the def2-TZVPD basis set
C -1.367 2.719 -1.594
C -0.312 3.074 -0.713
C 0.840 2.300 -1.072
H -0.397 3.714 0.206
C 0.472 1.442 -2.176
C -0.894 1.713 -2.496
H -1.509 1.120 -3.221
H -2.423 3.085 -1.512
H 1.781 2.207 -0.473
H 1.109 0.629 -2.616
Ca -0.538 0.546 -0.127
Br 0.482 1.278 2.166
C -2.199 -0.968 0.873
C -2.576 -0.950 -0.519
C -3.207 0.304 -0.768
H -2.252 -1.708 -1.291
C -3.213 1.068 0.444
C -2.580 0.288 1.451
H -2.342 0.620 2.495
H -1.544 -1.725 1.361
H -3.521 0.677 -1.776
H -3.505 2.143 0.559
C 0.584 -2.723 1.598
Si 1.769 -1.413 0.803
C 3.323 -2.440 1.176
C 2.841 -0.232 -0.303
H 0.096 -2.236 2.464
H 1.165 -3.584 1.946
H -0.152 -3.058 0.837
H 3.625 -2.925 0.233
H 4.103 -1.716 1.512
H 3.132 -3.202 1.962
H 3.853 -0.682 -0.428
H 2.397 -0.071 -1.280
H 2.960 0.706 0.281
```

3.
Density functional theory data (ωB97M-V with the def2-TZVPD basis set) for C13H19BrOsSi as an isolated structure at a distorted geometry.

## Properties
spin multiplicity	5
E	-94170.542	eV
HOMO level (spin up / spin down)	-4.37 / -8.35	eV
HOMO-LUMO gap (spin up / spin down)	4.679 / 6.682	eV

The geometry in XYZ format:
```
35
C13H19BrOsSi, DFT ωB97M-V with the def2-TZVPD basis set
C 1.967 -2.138 -1.346
C 2.712 -1.490 -0.332
C 1.933 -1.526 0.864
H 3.703 -1.070 -0.444
C 0.720 -2.230 0.584
C 0.740 -2.595 -0.785
H -0.047 -3.126 -1.308
H 2.277 -2.278 -2.364
H 2.235 -1.135 1.832
H -0.076 -2.457 1.284
Os 0.867 -0.555 -0.619
Br 1.487 1.648 0.607
C -0.665 1.495 -1.811
C -1.085 0.135 -1.967
C -0.038 -0.574 -2.616
H -2.078 -0.260 -1.765
C 1.097 0.310 -2.719
C 0.677 1.597 -2.261
H 1.266 2.510 -2.333
H -1.279 2.306 -1.432
H -0.130 -1.562 -3.063
H 2.025 0.084 -3.245
C -0.534 -0.172 3.034
Si -0.858 0.808 1.481
C -2.620 0.442 0.828
C -0.938 2.655 1.848
H -0.782 -1.233 2.935
H -1.142 0.187 3.872
H 0.506 -0.104 3.363
H -3.344 0.682 1.621
H -2.855 1.090 -0.023
H -2.817 -0.598 0.525
H -1.719 2.846 2.585
H -0.021 3.111 2.243
H -1.187 3.193 0.926
```

4.
Density functional theory data (ωB97M-V with the def2-TZVPD basis set) for C13H19F10GaNO5S as an isolated structure at a distorted geometry.

## Properties
E	-115904.584	eV
HOMO level	-6.36	eV
HOMO-LUMO gap	9.117	eV
charge	-1

The geometry in XYZ format:
```
50
C13H19F10GaNO5S, DFT ωB97M-V with the def2-TZVPD basis set
C 4.619 -1.433 1.882
C 4.837 -2.907 1.677
O 5.131 -3.618 2.622
O 4.733 -3.447 0.455
C 4.012 -2.715 -0.558
C 2.514 -2.647 -0.324
Ga 1.833 -1.050 -1.403
C 2.746 0.712 -0.911
C 2.300 1.321 0.389
F 0.936 1.203 0.572
S -0.516 -0.844 -1.385
O -1.110 -1.810 -2.298
O -0.865 0.537 -1.718
C -1.291 -1.145 0.313
F -1.741 -0.014 0.881
F -0.302 -1.643 1.091
C -2.447 -2.166 0.356
F -2.082 -3.327 -0.214
F -2.714 -2.432 1.667
C -3.769 -1.651 -0.291
F -4.347 -2.675 -0.955
F -3.538 -0.659 -1.155
C -4.832 -1.159 0.735
F -5.451 -2.202 1.317
F -4.300 -0.375 1.679
F -5.758 -0.439 0.058
H 3.617 -1.294 2.263
H 4.762 -0.824 1.002
H 5.307 -1.099 2.642
H 4.183 -3.260 -1.474
H 4.436 -1.729 -0.716
H 2.273 -2.599 0.732
H 2.082 -3.540 -0.755
H 2.185 -1.347 -2.934
H 2.529 1.376 -1.741
H 3.818 0.558 -0.896
H 2.534 2.382 0.435
H 2.813 0.842 1.218
C -0.942 4.057 -0.474
O -0.366 5.134 -0.485
N -2.277 3.924 -0.367
C -2.920 2.622 -0.353
C -3.086 5.121 -0.264
H -0.414 3.097 -0.552
H -3.614 2.541 -1.193
H -3.474 2.492 0.582
H -2.176 1.836 -0.440
H -2.942 5.752 -1.143
H -2.797 5.700 0.615
H -4.134 4.843 -0.186
```

5.
Density functional theory data (ωB97M-V with the def2-TZVPD basis set) for C13H19F3FeIN4O4S as an isolated structure at a distorted geometry.

## Properties
spin multiplicity	6
E	-89413.195	eV
HOMO level (spin up / spin down)	2.53 / -2.20	eV
HOMO-LUMO gap (spin up / spin down)	1.790 / 6.493	eV
charge	-2

The geometry in XYZ format:
```
46
C13H19F3FeIN4O4S, DFT ωB97M-V with the def2-TZVPD basis set
C 1.894 -0.127 -4.239
I -1.545 1.377 -3.514
H 0.996 -0.394 -4.842
H 2.535 -1.032 -4.252
H 2.274 0.637 -4.885
C -1.129 3.145 1.094
C -2.297 2.693 0.631
N -2.033 1.636 -0.218
C -0.687 1.489 -0.407
N -0.137 2.422 0.471
H -0.914 3.884 1.850
H -3.314 2.984 0.854
C 1.288 -2.933 0.568
C 0.608 -1.311 -0.898
N 1.472 -1.623 0.122
H -0.143 -4.436 -0.175
N -0.112 -2.453 -1.075
H 1.818 -3.352 1.410
Fe -0.006 0.331 -1.951
C 1.710 0.581 -2.987
O 2.532 1.371 -2.510
C 0.277 -3.447 -0.196
C -1.165 -2.680 -2.044
H -1.800 -3.462 -1.644
H -0.760 -3.029 -2.989
H -1.714 -1.757 -2.228
C 2.444 -0.777 0.765
H 3.212 -1.439 1.177
H 1.993 -0.238 1.613
H 2.869 -0.046 0.064
C 1.240 2.599 0.841
H 1.291 3.624 1.208
H 1.930 2.455 0.007
H 1.502 1.935 1.670
C -3.099 0.796 -0.713
H -3.075 0.711 -1.804
H -4.016 1.314 -0.432
H -3.079 -0.180 -0.235
F -2.714 -2.086 3.997
C -1.443 -1.599 3.902
F -1.102 -1.022 5.080
F -0.599 -2.634 3.651
S -1.319 -0.342 2.503
O -1.644 -1.139 1.297
O -2.329 0.658 2.854
O 0.056 0.109 2.586
```

6.
Density functional theory data (ωB97M-V with the def2-TZVPD basis set) for the molecule C13H19N5O2 at a distorted geometry.

## Properties
E	-25333.192	eV
energy relative to the best compared isomer or geometry (same formula, charge and spin)	331.3	kJ/mol
HOMO level	-8.58	eV
HOMO-LUMO gap	9.158	eV
structure (SMILES)	CCCn1nnnc1NCc1ccc(OC)cc1OC

The geometry in XYZ format:
```
39
C13H19N5O2, DFT ωB97M-V with the def2-TZVPD basis set
C -2.106 -2.590 0.821
H -2.468 -3.536 1.218
C -1.967 -1.568 1.941
H -1.261 -1.933 2.688
H -2.933 -1.418 2.426
C -1.468 -0.209 1.442
N -2.454 0.440 0.620
C -2.499 0.844 -0.679
N -3.658 1.455 -0.875
N -4.300 1.418 0.283
N -3.626 0.832 1.172
N -1.549 0.762 -1.640
H -1.883 1.153 -2.506
C -0.552 -0.284 -1.746
C 0.741 0.061 -1.042
C 1.116 1.370 -0.812
C 2.304 1.688 -0.173
C 3.145 0.667 0.244
C 2.783 -0.663 0.018
C 1.595 -0.972 -0.620
O 1.163 -2.244 -0.868
C 1.974 -3.320 -0.459
H 1.438 -4.220 -0.759
H 2.117 -3.326 0.626
H 2.949 -3.297 -0.956
H 3.465 -1.424 0.358
O 4.336 0.838 0.879
C 4.774 2.151 1.140
H 5.733 2.046 1.643
H 4.910 2.719 0.215
H 4.078 2.683 1.796
H 2.554 2.724 -0.012
H 0.457 2.163 -1.132
H -0.931 -1.233 -1.354
H -0.339 -0.438 -2.809
H -1.286 0.444 2.303
H -0.542 -0.309 0.877
H -2.819 -2.246 0.074
H -1.146 -2.767 0.339
```

7.
Density functional theory data (ωB97M-V with the def2-TZVPD basis set) for C13H19N5RhS as an isolated structure at a distorted geometry.

## Properties
E	-35055.902	eV
energy relative to the best compared isomer or geometry (same formula, charge and spin)	0.0	kJ/mol
HOMO level	-18.20	eV
HOMO-LUMO gap	6.165	eV
charge	+3

The geometry in XYZ format:
```
39
C13H19N5RhS, DFT ωB97M-V with the def2-TZVPD basis set
Rh 0.203 -0.244 0.093
C 2.631 0.532 2.759
C 1.919 -0.453 1.905
C 2.406 -0.779 0.629
C 1.834 -1.832 -0.098
C 0.653 -2.436 0.359
C 0.134 -2.096 1.628
C 0.741 -1.102 2.373
H 3.266 1.212 2.194
H 3.290 -0.058 3.412
H 1.967 1.079 3.430
H 3.274 -0.261 0.241
H 2.219 -2.132 -1.064
H 0.202 -3.248 -0.194
H -0.770 -2.577 1.981
H 0.312 -0.847 3.336
N 0.065 1.730 0.853
N -1.146 2.409 0.572
C -2.181 1.712 0.056
N -3.345 2.293 -0.101
S -1.988 0.073 -0.466
H 0.130 1.611 1.864
H 0.845 2.315 0.551
H -1.238 3.356 0.920
H -3.529 3.250 0.173
H -4.123 1.778 -0.494
N -0.722 -1.894 -2.538
C 0.036 -0.826 -2.854
C 0.340 -0.584 -4.212
C 1.095 0.491 -4.575
C 1.583 1.363 -3.586
C 1.285 1.091 -2.291
N 0.545 0.003 -1.910
H -1.107 -2.450 -3.287
H -1.087 -2.073 -1.623
H -0.055 -1.269 -4.951
H 1.315 0.670 -5.620
H 2.184 2.225 -3.836
H 1.651 1.711 -1.485
```

8.
Density functional theory data (ωB97M-V with the def2-TZVPD basis set) for the molecule C13H19NO3 at a distorted geometry.

## Properties
E	-21418.739	eV
energy relative to the best compared isomer or geometry (same formula, charge and spin)	381.3	kJ/mol
HOMO level	-9.04	eV
HOMO-LUMO gap	9.859	eV
structure (SMILES)	C=CCN1C(=O)CC[C@]12CCCC21OCCO1

The geometry in XYZ format:
```
36
C13H19NO3, DFT ωB97M-V with the def2-TZVPD basis set
O 2.671 -1.102 0.812
O -1.709 -0.441 1.191
O -0.890 -2.242 -0.040
C 1.892 -0.607 -0.006
C 3.207 2.356 0.866
C 1.848 2.543 1.059
N 1.099 0.509 0.035
C 0.947 1.333 1.266
C -1.451 -1.428 2.189
C -0.956 -2.567 1.351
C 1.706 -1.353 -1.290
C -2.386 1.040 -1.292
C -2.475 -0.447 -0.910
C 0.624 -0.484 -1.997
C -0.890 1.375 -1.297
C -1.232 -0.774 -0.117
C -0.111 0.141 -0.816
H 3.644 1.379 0.801
H 3.782 3.245 0.716
H 1.554 3.561 1.271
H 1.090 0.738 2.160
H -0.121 1.786 1.305
H -2.387 -1.748 2.606
H -0.755 -1.035 3.012
H 0.032 -2.823 1.739
H -1.649 -3.435 1.592
H 2.653 -1.289 -1.968
H 1.400 -2.317 -0.987
H -2.740 1.719 -0.573
H -2.765 1.235 -2.265
H -2.489 -1.134 -1.719
H -3.369 -0.608 -0.335
H 0.045 -1.146 -2.676
H 1.226 0.135 -2.527
H -0.559 1.512 -2.388
H -0.485 2.373 -0.769
```

9.
Density functional theory data (ωB97M-V with the def2-TZVPD basis set) for C13H20AlBrO5P as an isolated structure at a distorted geometry.

## Properties
E	-109968.938	eV
HOMO level	-4.82	eV
HOMO-LUMO gap	7.522	eV
charge	-1

The geometry in XYZ format:
```
41
C13H20AlBrO5P, DFT ωB97M-V with the def2-TZVPD basis set
C 5.075 -2.721 0.122
C 3.457 -2.970 0.101
C 2.906 -2.432 1.507
O 1.472 -2.282 1.585
C 0.986 -1.196 0.737
Al 1.466 0.690 1.418
O -0.216 1.268 2.086
C -0.750 1.827 0.836
C -2.230 2.355 1.135
O -3.158 2.275 0.019
C -3.238 0.970 -0.523
C -3.247 0.845 -2.092
C -3.290 -0.514 -2.838
C -3.309 -1.821 -1.995
C -3.324 -1.755 -0.438
C -3.281 -0.354 0.270
C 0.391 2.909 0.373
P -0.057 4.096 -1.041
O -1.260 3.363 -2.019
Br -0.987 5.937 -0.013
O 1.582 2.087 0.139
H 5.574 -3.588 0.668
H 5.383 -2.641 -0.979
H 5.206 -1.712 0.670
H 3.196 -4.074 -0.073
H 3.077 -2.399 -0.812
H 3.383 -1.452 1.858
H 3.183 -3.237 2.294
H -0.170 -1.286 0.741
H 1.280 -1.322 -0.381
H 2.732 0.865 2.363
H -0.575 0.991 0.074
H -2.664 1.888 2.100
H -2.128 3.482 1.381
H -3.201 1.821 -2.694
H -3.277 -0.483 -3.982
H -3.309 -2.808 -2.564
H -3.328 -2.745 0.117
H -3.268 -0.349 1.406
H 0.769 3.622 1.205
H -0.851 2.851 -2.759
```

10.
Density functional theory data (ωB97M-V with the def2-TZVPD basis set) for C13H20BF2O2SiV as an isolated structure at a distorted geometry.

## Properties
E	-57567.128	eV
HOMO level	-7.46	eV
HOMO-LUMO gap	1.186	eV

The geometry in XYZ format:
```
40
C13H20BF2O2SiV, DFT ωB97M-V with the def2-TZVPD basis set
C -1.913 2.889 -4.622
C -2.726 2.364 -3.667
B -2.959 2.943 -2.218
C -1.612 3.073 -1.281
F -0.478 3.428 -1.972
F -1.817 4.119 -0.391
C -1.380 1.812 -0.417
C 0.123 1.603 -0.122
Si 0.471 0.607 1.452
C 1.935 1.449 2.333
C -0.987 0.591 2.664
C 0.921 -1.197 1.134
C 2.206 -1.701 1.229
C 2.399 -3.043 0.995
C 1.373 -3.884 0.671
C 0.090 -3.396 0.586
C -0.111 -2.053 0.809
H -1.643 3.941 -4.662
H -1.461 2.232 -5.366
H -3.292 1.471 -3.954
H -3.717 2.200 -1.646
H -3.501 4.038 -2.328
H -1.886 2.029 0.526
H -1.830 0.934 -0.883
H 0.532 2.606 0.058
H 0.654 1.221 -0.999
H 2.494 2.127 1.685
H 1.521 2.004 3.180
H 2.615 0.678 2.705
H -1.266 1.589 3.005
H -0.677 -0.050 3.496
H -1.815 0.075 2.165
H 3.022 -1.043 1.500
H 3.410 -3.441 1.061
H 1.567 -4.938 0.502
H -0.744 -4.048 0.353
H -1.120 -1.651 0.731
O 2.492 -6.812 -0.311
V 3.869 -7.189 0.566
O 5.239 -7.578 1.432
```

11.
Density functional theory data (ωB97M-V with the def2-TZVPD basis set) for the molecule C13H20Br2ClF3O4Si at a distorted geometry.

## Properties
E	-190631.992	eV
HOMO level	-9.60	eV
HOMO-LUMO gap	9.768	eV
structure (SMILES)	CCOCCO[Si@](CC[C@@](F)(Br)C(F)(F)Br)(CC(=O)Cl)C[C@@H]1CO1

The geometry in XYZ format:
```
44
C13H20Br2ClF3O4Si, DFT ωB97M-V with the def2-TZVPD basis set
C 0.222 -0.224 4.066
C -0.713 -1.422 3.696
O -0.048 -2.350 2.836
C -0.648 -2.415 1.539
C -0.397 -1.038 0.791
O 0.003 -1.356 -0.537
Si -0.152 -0.298 -1.801
C -1.145 1.287 -1.764
C -1.492 2.022 -0.437
C -0.321 2.714 0.279
F 0.552 1.875 0.910
Br 0.687 3.945 -0.874
C -0.953 3.628 1.414
F -1.561 4.686 0.841
F -1.917 2.969 2.100
Br 0.379 4.181 2.728
C -0.904 -1.347 -3.250
C -1.748 -2.438 -2.561
O -2.844 -2.295 -2.194
Cl -0.885 -4.015 -2.318
C 1.608 0.129 -2.445
C 2.657 -0.408 -1.366
C 4.053 -0.762 -1.950
O 3.046 -1.771 -1.511
H 1.247 -0.366 3.674
H 0.291 -0.117 5.165
H -0.149 0.739 3.665
H -1.624 -0.994 3.233
H -1.047 -1.990 4.587
H -1.731 -2.631 1.640
H -0.114 -3.201 0.983
H 0.466 -0.607 1.332
H -1.335 -0.470 0.913
H -2.114 1.121 -2.283
H -0.631 2.036 -2.406
H -2.151 2.868 -0.740
H -2.147 1.450 0.246
H -0.125 -1.853 -3.840
H -1.605 -0.743 -3.853
H 1.845 -0.442 -3.357
H 1.785 1.216 -2.518
H 2.628 0.047 -0.351
H 4.875 -0.641 -1.240
H 4.157 -0.716 -3.039
```

12.
Density functional theory data (ωB97M-V with the def2-TZVPD basis set) for C13H20BrF5O4S as an isolated structure.

## Properties
E	-116460.773	eV
HOMO level	-10.60	eV
HOMO-LUMO gap	11.119	eV

The geometry in XYZ format:
```
44
C13H20BrF5O4S, DFT ωB97M-V with the def2-TZVPD basis set
C -0.280 3.208 2.442
C -1.154 2.626 1.329
C -0.730 3.069 -0.073
C 0.721 2.741 -0.419
C 1.076 1.246 -0.477
C -0.012 0.412 -1.152
C 0.391 -0.998 -1.576
C -0.711 -1.689 -2.408
F -0.254 -2.869 -2.868
F -1.008 -0.918 -3.467
C -2.063 -2.010 -1.718
F -2.924 -2.481 -2.612
F -1.877 -2.936 -0.766
F -2.600 -0.930 -1.138
O 1.459 -0.819 -2.556
S 2.870 -1.310 -2.016
O 3.798 -0.253 -2.106
O 3.145 -2.592 -2.556
O 2.405 -1.457 -0.504
C 1.069 -1.984 -0.555
C 0.489 -2.280 0.839
Br 1.933 -3.022 1.938
C -0.223 -1.193 1.628
C -1.011 -1.747 2.813
H -0.797 3.183 3.402
H 0.657 2.659 2.551
H -0.025 4.249 2.229
H -2.192 2.928 1.488
H -1.146 1.532 1.401
H -1.410 2.642 -0.815
H -0.859 4.154 -0.139
H 1.365 3.204 0.333
H 0.986 3.210 -1.371
H 2.022 1.140 -1.005
H 1.242 0.885 0.541
H -0.882 0.368 -0.504
H -0.341 0.910 -2.068
H 1.118 -2.947 -1.069
H -0.173 -3.134 0.716
H 0.503 -0.452 1.967
H -0.929 -0.687 0.970
H -0.436 -2.494 3.361
H -1.939 -2.213 2.477
H -1.270 -0.949 3.510
```